Entry 1:
112
Properties=species:S:1:pos:R:3:mulliken_charge:R:1 method="wB97M-V/def2-TZVPD" molar_mass_g_mol=690.77 homo_energy_ev=-5.17 energy_ha=-2560.59763 max_force_ev_per_a=4.74 total_charge=-1 orbital_gap_ev=6.92
C -6.81862 -4.12003 1.79983 -0.143
C -5.98211 -3.25864 2.06381 -0.355
B -5.07665 -1.93361 2.47347 0.162
C -5.40994 -1.42259 4.00512 -0.653
C -5.32236 -2.56114 5.11801 -0.477
C -4.05108 -2.47744 6.07065 -0.538
N -2.98799 -3.48891 5.75056 -0.679
C -5.41233 -0.79499 1.34424 -0.917
C -4.57574 0.57720 1.54220 0.061
C -5.60836 1.76304 1.39540 -0.880
C -4.97987 3.19223 1.09438 -0.842
C -3.68193 3.18807 0.19171 -0.173
C -3.15184 4.70295 0.16130 -0.724
C -1.86120 4.90409 -0.72385 -0.591
S -1.97613 4.19434 -2.42438 -0.119
C -1.57539 5.49504 -3.64111 0.128
N -0.49815 5.45496 -4.48676 -0.295
N -0.60726 6.59310 -5.24306 -0.213
C -1.70689 7.28478 -4.85525 0.036
O -2.36527 6.62236 -3.82107 -0.231
C -3.50669 -2.45073 2.47583 -0.066
C -2.81902 -2.50527 1.04879 -0.195
C -1.90969 -3.81513 0.84673 -1.087
C -0.61921 -3.82291 1.75188 -0.415
C 0.24518 -2.51226 1.66303 -0.432
O 1.53741 -2.78418 2.29516 -0.233
C 1.95523 -1.67618 3.05287 0.911
C 2.63639 -0.45303 2.29935 -1.124
O 1.80408 -1.67098 4.25078 -0.545
H -7.78825 -4.64648 1.63938 0.339
H -6.44095 -0.94495 4.08821 0.272
H -4.65612 -0.62515 4.28967 0.106
H -6.24228 -2.43732 5.77719 0.313
H -5.37048 -3.61352 4.72021 0.215
H -4.41005 -2.76150 7.11495 0.222
H -3.62636 -1.43641 6.17427 0.305
H -2.22430 -2.99600 5.27898 0.272
H -3.36557 -4.22784 5.15515 0.308
H -6.51915 -0.53710 1.44563 0.285
H -5.28260 -1.15335 0.28106 0.195
H -3.77151 0.54889 0.75649 0.289
H -4.07413 0.56950 2.55211 0.115
H -6.12969 1.85366 2.40311 0.176
H -6.43486 1.55292 0.65623 0.360
H -4.80165 3.81384 2.02772 0.356
H -5.76820 3.77069 0.50897 0.279
H -3.97539 2.91608 -0.86263 0.286
H -2.86721 2.54229 0.62025 0.325
H -2.84907 4.93305 1.23177 0.306
H -4.00296 5.39465 -0.08216 0.331
H -1.67136 6.02319 -0.76819 0.382
H -0.96528 4.45662 -0.21151 0.340
H -2.08720 8.24036 -5.29411 0.370
H -2.86512 -1.76758 3.13042 -0.172
H -3.43297 -3.47576 2.96641 -0.002
H -3.54349 -2.51058 0.18510 0.228
H -2.14997 -1.59583 0.90059 0.086
H -2.57647 -4.69311 1.08659 0.351
H -1.66701 -3.88544 -0.26327 0.368
H -0.85972 -4.08191 2.82280 0.123
H 0.04593 -4.66982 1.38129 0.356
H -0.26647 -1.65392 2.18073 0.399
H 0.44529 -2.20869 0.58997 0.126
H 3.16333 -0.87890 1.40013 0.286
H 1.81614 0.27349 2.02002 0.255
H 3.34974 0.04294 3.01886 0.367
C 1.40587 3.05035 -12.13770 -0.784
O 1.93124 3.52565 -10.91636 -0.233
C 3.05848 4.37035 -11.10767 -0.577
C 3.28159 5.24682 -9.88528 -0.367
O 2.41095 6.37454 -9.83399 -0.482
C 1.04896 6.10088 -9.50056 -0.435
C 0.84482 5.74816 -8.03563 -0.464
O 1.19806 4.39186 -7.79951 -0.298
C 1.48489 4.13625 -6.43330 -0.600
H 2.15245 2.45452 -12.67296 0.316
H 0.54398 2.42193 -11.91515 0.236
H 1.07293 3.88644 -12.76299 0.325
H 2.91235 5.00585 -11.99022 0.350
H 3.93407 3.72761 -11.26341 0.417
H 4.28985 5.66538 -9.95293 0.394
H 3.23802 4.67184 -8.95872 0.154
H 0.62629 5.34532 -10.16492 0.180
H 0.51373 7.03389 -9.69796 0.391
H -0.21261 5.86705 -7.77514 0.374
H 1.44825 6.41523 -7.41065 0.353
H 2.33894 4.73961 -6.10458 0.299
H 1.75148 3.08269 -6.33756 0.293
H 0.61313 4.34228 -5.79961 0.267
C 3.41688 -4.03340 4.45040 -0.833
O 4.54358 -4.65394 5.04922 -0.311
C 4.82321 -5.92375 4.47975 -0.556
C 6.26383 -6.32400 4.75444 -0.398
O 7.20024 -5.69358 3.88035 -0.477
C 7.44381 -4.30853 4.11740 -0.290
C 8.27625 -4.04620 5.36295 -0.602
O 7.46626 -4.12387 6.52907 -0.238
C 8.22857 -4.35911 7.69342 -0.783
H 2.52038 -4.64312 4.59469 0.319
H 3.26864 -3.06973 4.92509 0.417
H 3.59405 -3.87111 3.38166 0.288
H 4.65102 -5.90142 3.39633 0.330
H 4.14517 -6.65318 4.94044 0.423
H 6.35909 -7.39474 4.55301 0.402
H 6.53595 -6.17256 5.80034 0.165
H 6.51181 -3.74094 4.12263 0.108
H 8.01981 -3.96759 3.25253 0.397
H 8.69488 -3.03252 5.31600 0.415
H 9.09402 -4.77421 5.41629 0.352
H 8.75717 -5.31577 7.61757 0.328
H 7.54552 -4.41064 8.54149 0.235
H 8.94303 -3.54575 7.85969 0.315

---

Entry 2:
21
Properties=species:S:1:pos:R:3:mulliken_charge:R:1 method="wB97M-V/def2-TZVPD" molar_mass_g_mol=160.15 e_above_lowest_ev=3.830 homo_energy_ev=-4.30 energy_ha=-590.29237 max_force_ev_per_a=1.66 total_charge=-1 orbital_gap_ev=7.53
O -2.01708 0.58775 1.93019 -0.721
C -2.02081 1.02599 0.77068 0.497
O -1.42270 0.51108 -0.22013 -0.726
C -2.87788 2.32828 0.51438 -0.173
O -4.21776 2.13201 1.03930 -0.230
O -4.81838 1.30195 0.08721 -0.388
H -3.00386 2.41670 -0.58956 0.207
H -2.42096 3.25772 0.91095 0.229
H -5.11857 0.51675 0.57477 0.310
C 0.91138 -1.34984 -0.42981 -0.979
C 2.28635 -1.82777 0.02696 -0.475
C 3.37498 -0.76215 -0.12600 -0.391
C 3.64422 -0.43370 -1.52701 0.267
N 3.85587 -0.17650 -2.62637 -0.451
H 0.90037 -1.12525 -1.49853 0.289
H 0.16435 -2.12233 -0.24620 0.326
H 0.60417 -0.45420 0.10963 0.231
H 2.56278 -2.72977 -0.52867 0.304
H 2.22351 -2.11033 1.08153 0.315
H 4.29931 -1.12829 0.32943 0.276
H 3.09071 0.14190 0.41728 0.286

---

Entry 3:
11
Properties=species:S:1:pos:R:3:mulliken_charge:R:1 method="wB97M-V/def2-TZVPD" molar_mass_g_mol=112.16 e_above_lowest_ev=3.217 homo_energy_ev=-8.73 energy_ha=-662.40739 max_force_ev_per_a=4.96 total_charge=0 orbital_gap_ev=9.28
C 0.80211 1.14136 -0.15315 -0.012
C -0.10698 -2.04032 0.10823 -0.113
C -1.43058 0.38390 0.68968 0.447
C 1.00241 1.74273 -1.34344 -0.783
N -0.41450 0.97303 0.44442 -0.236
N -0.40385 -2.82089 0.91184 -0.104
S -2.70336 -0.43499 1.06791 -0.384
H 1.56917 1.07552 0.49856 0.405
H 1.98763 1.53171 -1.66928 0.271
H 0.24262 1.96382 -2.05091 0.308
H -0.54468 -3.51586 1.49614 0.201

---

Entry 4:
58
Properties=species:S:1:pos:R:3:mulliken_charge:R:1 method="wB97M-V/def2-TZVPD" molar_mass_g_mol=827.71 s2=0.7557 multiplicity=2 e_above_lowest_ev=0.000 homo_energy_ev="-12.74 / -12.74" energy_ha=-5283.81663 max_force_ev_per_a=6.07 total_charge=+1 orbital_gap_ev="6.95 / 5.64"
Ir 0.63528 0.79894 -0.74643 2.998
O 4.49518 1.33804 1.23407 -0.648
C 3.34778 1.32394 0.85437 0.326
O 2.84898 1.49664 -0.27703 -0.714
C 2.27608 1.04044 1.97417 0.409
C 2.66328 0.80814 3.28237 -0.619
C 1.66898 0.55684 4.21817 -0.506
C 0.34548 0.49434 3.80017 -0.830
C 0.05298 0.70924 2.46397 -0.540
N 1.00578 1.00264 1.58497 0.122
H 3.70968 0.84444 3.54037 0.626
H 1.92008 0.41234 5.25737 0.463
H -0.45952 0.30164 4.49147 0.518
H -0.95602 0.64274 2.07937 0.509
F -4.63072 -1.63866 0.02357 -0.173
C -4.02082 -0.47376 -0.12343 0.365
F -4.18522 0.23554 0.99687 -0.201
F -4.58032 0.19644 -1.11933 -0.190
S -2.18302 -0.66606 -0.46193 0.955
O -1.71662 0.70964 -0.31603 -1.071
O -1.64292 -1.56466 0.51307 -0.564
N -2.23402 -1.19966 -1.91743 -0.343
S -1.03212 -1.04776 -2.92483 1.113
O -0.21002 -2.20966 -2.99913 -0.527
O -0.35352 0.22354 -2.81113 -0.774
C -2.04132 -0.95656 -4.50133 0.441
F -1.27992 -0.77566 -5.57273 -0.180
F -2.89212 0.05554 -4.40973 -0.198
F -2.72672 -2.08426 -4.64143 -0.186
C -1.93702 3.96074 0.62027 -0.776
As -0.05712 4.24744 0.18747 0.844
C 0.18148 5.86744 -0.88403 -1.092
C 0.92748 4.49454 1.86817 -1.086
O 0.53828 3.02214 -0.72753 -0.881
H -2.20952 4.44694 1.55507 0.399
H -2.07172 2.88104 0.69147 0.029
H -2.56582 4.34054 -0.18613 0.386
H -0.25132 6.73674 -0.38603 0.388
H -0.30932 5.70094 -1.84523 0.350
H 1.25048 6.02174 -1.04913 0.364
H 0.77198 5.51424 2.22297 0.436
H 1.99078 4.32714 1.68917 0.336
H 0.56938 3.79274 2.62077 0.303
C 0.06918 -4.37306 0.89617 -0.866
Si 1.05828 -4.15876 -0.76353 0.180
C 0.02278 -5.05566 -2.10253 -0.985
C 2.82808 -4.90206 -0.80763 -1.048
C 1.31138 -2.32536 -0.64313 -0.452
C 1.35438 -1.10796 -0.53543 0.684
H -0.41132 -5.34196 0.94607 0.362
H -0.67392 -3.58596 0.96657 0.170
H 0.76798 -4.27046 1.71747 0.334
H 0.11898 -6.13436 -2.01253 0.398
H 0.37828 -4.73426 -3.07503 0.332
H -1.02072 -4.77496 -2.01003 0.304
H 2.76958 -5.98476 -0.76233 0.316
H 3.41878 -4.55136 0.03227 0.341
H 3.35568 -4.62776 -1.71583 0.355

---

Entry 5:
80
Properties=species:S:1:pos:R:3:mulliken_charge:R:1 method="wB97M-V/def2-TZVPD" molar_mass_g_mol=698.68 s2=2.0143 multiplicity=3 e_above_lowest_ev=0.648 homo_energy_ev="-9.76 / -10.38" energy_ha=-2353.45897 max_force_ev_per_a=0.62 total_charge=+1 orbital_gap_ev="6.82 / 6.89"
Mo -0.56038 -1.03590 0.06765 -0.610
O 0.14846 0.81699 -0.07108 0.824
C 0.54401 1.70693 -0.92989 0.052
C 0.55068 3.07052 -0.57967 -0.638
C 1.00678 4.00113 -1.48259 -0.570
C 1.49221 3.63018 -2.74765 -0.883
C 1.51531 2.30196 -3.08883 -0.568
C 1.03367 1.32919 -2.19218 0.604
C 1.14016 -0.05230 -2.51429 -0.858
N 0.67972 -1.05680 -1.84795 0.813
C 1.08108 -2.36860 -2.37738 -0.951
C 0.95875 -3.33593 -1.22797 -1.131
N -0.36764 -3.06910 -0.69109 0.311
C -1.30348 -3.92541 -0.92735 -0.191
C -2.64787 -3.82544 -0.47771 0.213
C -3.63040 -4.71850 -0.94932 -0.686
C -4.89026 -4.71114 -0.41352 -0.800
C -5.16891 -3.83548 0.65097 -0.506
C -4.21970 -2.97966 1.15246 -0.499
C -2.93094 -2.93344 0.57806 0.479
O -2.03119 -2.13060 1.06369 -0.256
H 0.21353 3.34927 0.40907 0.418
H 1.00334 5.04804 -1.20535 0.457
H 1.84823 4.38302 -3.43654 0.452
H 1.90273 1.98846 -4.05203 0.463
H 1.71005 -0.27341 -3.41989 0.415
H 2.09125 -2.33342 -2.78660 0.537
H 0.39009 -2.66787 -3.17233 0.307
H 1.70101 -3.11129 -0.45930 0.185
H 1.07052 -4.37727 -1.53413 0.554
H -1.03227 -4.81697 -1.49621 0.364
H -3.37524 -5.40892 -1.74536 0.418
H -5.65351 -5.38071 -0.78269 0.430
H -6.15590 -3.84630 1.09672 0.428
H -4.42883 -2.32644 1.98934 0.543
C -0.69019 0.61767 6.00078 -1.100
C 0.44417 1.03817 5.08039 -0.443
N 0.82094 -0.00297 4.13240 -0.058
C 0.16162 -0.25575 2.99827 0.552
S 0.82036 -1.53554 2.00702 -0.543
N -0.93197 0.45687 2.77818 -1.877
N -1.51077 0.19747 1.59364 1.216
C -2.62192 0.76441 1.27208 0.221
C -3.36623 1.67485 2.19089 -1.803
C -3.13868 0.47504 -0.07731 1.264
C -4.36742 0.95308 -0.51778 -1.096
C -4.81392 0.62067 -1.78527 -0.680
C -4.03321 -0.18003 -2.60185 -1.010
C -2.81285 -0.60866 -2.11505 -0.273
N -2.37683 -0.28434 -0.89922 1.436
H -0.95571 1.43899 6.66705 0.342
H -1.57115 0.34439 5.42171 0.274
H -0.40017 -0.23629 6.61304 0.320
H 0.17676 1.93062 4.51449 0.225
H 1.33914 1.26977 5.65752 0.476
H 1.68097 -0.50426 4.27230 0.239
H -2.94045 1.61343 3.18742 0.390
H -3.29896 2.71123 1.85070 0.313
H -4.42151 1.40514 2.23944 0.438
H -4.96785 1.57469 0.12835 0.522
H -5.77165 0.98581 -2.13108 0.461
H -4.34939 -0.46549 -3.59415 0.496
H -2.15060 -1.22559 -2.70965 0.409
O 2.74107 1.43911 1.32643 -0.530
C 3.48947 0.90075 0.55894 -0.268
O 3.18499 -0.23046 -0.09537 -0.227
C 4.86417 1.46064 0.20710 0.586
N 5.50535 0.61242 -0.80917 -0.622
C 5.39470 1.34112 -2.08384 -0.292
C 5.49826 2.81724 -1.71115 -0.693
C 4.72712 2.88792 -0.38925 -0.180
H 5.44617 1.46148 1.12881 0.403
H 4.04222 -0.48878 -0.51615 0.388
H 6.47736 0.45720 -0.57933 0.329
H 4.41138 1.13390 -2.51988 -0.119
H 6.15243 0.99570 -2.78482 0.491
H 5.08491 3.47871 -2.47192 0.392
H 6.54594 3.08782 -1.56401 0.286
H 3.67502 3.12400 -0.55636 -0.209
H 5.12184 3.64302 0.28663 0.438

---

Entry 6:
13
Properties=species:S:1:pos:R:3:mulliken_charge:R:1 method="wB97M-V/def2-TZVPD" molar_mass_g_mol=81.12 smiles=C1[C@@H]2[C@H]1[C@@H]1N[C@H]21 e_above_lowest_ev=4.136 homo_energy_ev=-8.59 energy_ha=-249.32124 max_force_ev_per_a=2.22 total_charge=0 orbital_gap_ev=9.75
C -1.31984 0.23631 -0.33107 -0.701
C -0.62285 -0.40891 0.79670 -0.112
C -0.23000 -0.70561 -0.71763 -0.382
C 1.18370 -0.20577 -0.39394 -0.093
N 1.33656 1.19204 -0.18039 -0.640
C 0.81230 0.14411 0.96261 -0.381
H -2.28809 -0.21651 -0.52860 0.256
H -1.30044 1.31357 -0.44402 0.188
H -1.19000 -0.85671 1.62753 0.407
H -0.37544 -1.47060 -1.47891 0.416
H 2.05199 -0.79220 -0.64355 0.415
H 0.56129 1.73578 -0.57028 0.280
H 1.35799 -0.01736 1.89759 0.347